Record 1
23
Properties=species:S:1:pos:R:3:forces:R:3 method="wB97M-V/def2-TZVPD" orbital_gap_ev=9.8734 multiplicity=1 smiles="O=[N+]([O-])OCC1CCNCC1" de_lowest_kcal_mol=176.0
C 1.373 -0.674 0.805 -2.197 -0.534 -1.952
C 0.416 -0.405 -0.394 1.102 1.396 -0.350
C -0.069 1.135 -0.491 -0.091 -1.354 -2.833
C -1.361 1.425 0.213 0.051 -2.170 -0.049
C -2.060 -0.698 0.309 -2.382 -1.602 0.987
C -0.860 -1.231 -0.393 0.733 -1.177 -4.711
H 0.811 -0.551 1.711 0.132 0.859 0.872
H 1.588 -1.749 0.854 1.120 0.391 -0.451
H 1.122 -0.545 -1.332 -1.769 -0.174 1.613
H -0.422 1.329 -1.612 1.544 -0.324 1.968
H 0.753 1.772 -0.179 -0.139 0.282 -0.200
H -1.493 2.473 0.148 -0.831 0.966 0.187
H -1.215 0.983 1.229 -0.410 1.683 -0.167
H -3.362 0.903 -0.167 0.293 -0.549 0.246
H -1.830 -0.549 1.418 -0.573 -0.084 -1.145
H -2.930 -1.425 0.304 1.144 0.455 -0.255
H -1.127 -0.923 -1.550 0.108 -1.822 2.431
H -0.675 -2.363 -0.305 -0.352 1.654 -0.044
N 3.567 0.132 -0.070 -1.648 -1.713 -1.004
N -2.457 0.506 -0.435 1.786 2.076 2.458
O 3.593 -0.960 -0.628 0.797 1.803 0.871
O 4.290 1.088 -0.141 -1.051 -1.317 0.492
O 2.350 0.327 0.707 2.633 1.255 1.034

***

Record 2
93
Properties=species:S:1:pos:R:3:forces:R:3 method="wB97M-V/def2-TZVPD" orbital_gap_ev=8.2782 multiplicity=1 smiles="CC(=O)OCCCc1c(O)c(Br)cc2c1C(=O)N(CN)C2=O.NC(N)=O.NC(N)=O.NC(N)=O.NC(N)=O.NC(N)=O.NC(N)=O.NC(N)=O"
C -6.040 1.782 -0.534 0.895 1.333 -0.037
C -5.297 1.830 -1.971 -2.164 -0.252 -0.671
O -5.973 1.592 -2.996 2.836 0.702 2.880
O -3.932 2.193 -1.934 -2.318 -1.737 -0.230
C -3.085 1.293 -2.703 1.482 -0.746 -0.637
C -3.484 -0.253 -2.632 0.799 -0.532 -0.417
C -3.477 -0.893 -1.157 0.474 -0.638 -0.039
C -2.043 -1.376 -0.664 2.889 -0.084 1.112
C -1.487 -2.821 -0.905 1.272 2.620 1.558
O -2.364 -3.724 -1.573 1.521 0.715 1.965
C -0.059 -3.182 -0.403 -0.842 2.773 0.519
Br 0.655 -5.005 -0.698 -0.873 1.703 0.227
C 0.867 -2.182 0.332 -3.250 1.586 -0.855
C 0.309 -0.771 0.590 -2.277 -1.923 -1.930
C -1.118 -0.407 0.099 1.970 -1.840 -0.104
C -1.308 1.093 0.573 -1.507 1.397 0.145
O -2.272 1.887 0.489 2.626 -3.204 -0.036
N -0.105 1.581 1.285 -0.075 -2.894 0.239
C -0.474 1.925 2.715 0.291 1.188 0.711
N -1.034 0.741 3.444 -0.237 1.426 0.255
C 0.929 0.512 1.284 1.003 -0.372 0.167
O 2.079 0.653 1.748 -3.897 -0.772 -1.556
H -5.871 2.817 -0.047 -0.176 -1.611 -0.703
H -7.163 1.637 -0.627 1.644 0.000 -0.234
H -5.577 1.024 0.177 -0.547 0.928 -1.121
H -2.960 1.668 -3.783 -0.541 -0.700 1.548
H -2.031 1.374 -2.235 -1.773 0.052 -0.534
H -4.472 -0.518 -3.140 1.347 0.657 0.706
H -2.671 -0.820 -3.230 -1.289 0.987 0.772
H -3.861 -0.128 -0.407 0.470 -1.169 -0.894
H -4.139 -1.833 -1.207 0.909 1.553 0.297
H -2.619 -4.413 -0.909 0.349 0.619 -0.439
H 1.913 -2.449 0.685 -1.603 0.077 -0.645
H -1.271 2.754 2.687 1.554 -1.129 -0.244
H 0.492 2.292 3.205 -1.387 -0.349 -0.806
H -0.578 0.676 4.370 -0.376 -0.016 -0.843
H -2.025 0.993 3.626 0.884 -0.650 -0.032
C -4.748 -6.765 -1.708 0.055 0.083 0.226
O -4.624 -6.570 -0.507 0.089 0.084 -0.045
N -5.575 -7.713 -2.214 -0.511 -0.591 0.075
N -4.069 -6.049 -2.635 0.400 0.350 -0.166
H -5.691 -7.888 -3.196 0.029 0.057 0.082
H -6.097 -8.266 -1.555 0.094 0.106 -0.135
H -3.446 -5.337 -2.293 -0.157 -0.123 -0.459
H -4.153 -6.189 -3.625 -0.008 0.049 0.081
C 4.591 -5.175 0.963 -0.305 0.237 -0.208
O 3.854 -4.206 1.070 0.100 0.108 0.129
N 5.268 -5.695 2.017 0.362 0.021 0.769
N 4.795 -5.811 -0.215 -0.104 -0.099 -0.644
H 5.880 -6.489 1.952 -0.066 0.051 0.001
H 5.140 -5.248 2.910 -0.096 -0.265 -0.093
H 4.308 -5.453 -1.021 0.084 -0.062 0.137
H 5.396 -6.607 -0.324 -0.050 0.068 0.033
C -6.242 -0.710 -6.403 0.098 -0.158 0.337
O -5.614 -1.697 -6.045 -0.016 0.034 -0.064
N -6.730 0.203 -5.530 -0.135 -0.011 0.458
N -6.505 -0.446 -7.709 0.017 -0.156 -0.851
H -7.247 1.018 -5.803 0.100 -0.038 0.055
H -6.554 0.042 -4.551 -0.017 0.260 -0.145
H -6.159 -1.102 -8.389 -0.064 0.143 0.127
H -7.019 0.357 -8.024 0.052 -0.060 0.069
C 3.819 3.189 3.347 0.030 0.161 0.171
O 2.660 3.544 3.175 -0.039 -0.061 -0.044
N 4.699 3.902 4.092 0.028 0.463 0.376
N 4.324 2.051 2.804 -0.003 -0.722 -0.502
H 5.652 3.627 4.244 -0.101 -0.074 -0.060
H 4.361 4.757 4.514 0.082 0.064 -0.102
H 3.698 1.493 2.241 0.110 0.114 0.199
H 5.270 1.744 2.933 -0.030 0.260 -0.048
C 1.900 3.387 -2.542 -0.196 0.006 -0.455
O 1.622 3.504 -3.726 0.056 -0.004 0.102
N 1.008 2.945 -1.621 -0.548 -0.333 0.308
N 3.125 3.689 -2.044 0.774 0.234 0.028
H 1.218 2.842 -0.643 -0.081 0.069 0.000
H 0.087 2.710 -1.951 0.154 0.112 0.083
H 3.816 4.021 -2.696 -0.144 -0.071 0.124
H 3.373 3.599 -1.075 -0.076 -0.001 -0.050
C 7.167 -1.698 3.523 0.357 0.336 0.175
O 8.162 -1.104 3.909 -0.109 -0.067 -0.061
N 5.946 -1.113 3.452 -0.489 0.481 0.018
N 7.196 -2.997 3.132 0.270 -0.761 -0.085
H 5.116 -1.585 3.138 0.043 0.037 -0.027
H 5.882 -0.150 3.735 -0.047 -0.273 0.049
H 8.084 -3.469 3.170 -0.164 0.111 -0.017
H 6.389 -3.502 2.813 0.072 0.138 -0.126
C 3.627 7.673 4.182 0.006 -0.219 0.043
O 3.865 6.645 4.800 0.020 0.100 0.110
N 4.466 8.170 3.240 0.625 0.001 -0.368
N 2.505 8.403 4.386 -0.593 0.138 0.372
H 4.289 9.011 2.722 -0.019 -0.084 0.050
H 5.312 7.654 3.061 -0.168 0.097 0.006
H 1.857 8.065 5.078 0.104 0.049 -0.153
H 2.290 9.249 3.889 0.044 -0.090 0.018

***

Record 3
18
Properties=species:S:1:pos:R:3:forces:R:3 method="wB97M-V/def2-TZVPD" orbital_gap_ev=10.3404 multiplicity=1 de_lowest_kcal_mol=99.6
C -1.816 -0.637 -1.327 -0.668 0.414 -0.394
O -0.888 -1.638 -1.721 0.151 0.140 0.157
C -1.303 0.285 -0.269 2.647 -0.949 -0.609
C -1.695 0.668 0.898 2.102 1.327 1.883
H -0.099 -1.205 -2.065 -0.081 -0.015 0.004
H -2.691 -1.174 -0.959 0.025 0.042 -0.048
H -2.129 -0.041 -2.197 0.003 -0.182 0.031
H -2.630 0.508 1.408 -0.167 0.090 -0.045
C 1.379 0.842 0.432 1.200 0.954 2.531
C 2.143 -0.448 0.304 -0.498 -0.302 -0.297
N 0.866 1.279 1.561 1.245 -0.199 -1.245
H -0.643 1.212 1.484 -3.056 -0.841 -1.078
H 0.913 0.579 2.301 -0.087 -0.290 -0.173
H 1.682 1.628 -0.260 -0.667 -0.079 -0.381
H -0.109 0.478 -0.384 -2.210 -0.225 -0.414
H 2.124 -0.809 -0.727 0.082 -0.022 0.061
H 1.710 -1.224 0.937 0.033 0.031 0.015
H 3.188 -0.302 0.585 -0.054 0.107 0.003

***

Record 4
12
Properties=species:S:1:pos:R:3:forces:R:3 method="wB97M-V/def2-TZVPD" orbital_gap_ev=8.8525 multiplicity=1 smiles="C=C=C(C)SO" de_lowest_kcal_mol=76.6
C 0.771 0.012 -0.066 1.660 0.285 1.077
C -0.444 -0.129 -0.455 -1.257 -0.468 -0.697
C 2.038 0.150 0.265 -0.725 0.299 -2.691
C -1.626 0.745 -0.184 -2.290 -2.067 -3.443
O 0.729 -2.106 -1.659 -1.769 1.331 -1.811
S -0.885 -1.493 -1.527 2.350 -0.784 0.759
H 2.415 0.072 1.241 0.494 -0.566 1.044
H 0.913 -2.736 -0.991 -0.116 -0.979 1.267
H 2.717 0.349 -0.606 -0.403 0.347 1.176
H -1.819 1.428 -1.101 -0.019 -1.084 1.647
H -2.547 -0.029 -0.019 1.876 2.137 -0.449
H -1.486 1.277 0.678 0.199 1.550 2.121